1.
C9H21Br9N6O12 as an isolated structure at a distorted geometry. Source: the OMol25 dataset; level of theory: ωB97M-V with the def2-TZVPD basis set.

## Properties
- F_max: 8.05 eV/A
- Total energy: -24751.731189 hartree
- LUMO level: -1.440 eV
- HOMO energy: -8.4 eV

The geometry in XYZ format:
```
57
Properties=species:S:1:pos:R:3:forces:R:3
C 2.1571 -1.8488 -3.7528 -0.46 0.23 -0.34
N 1.4364 -1.3679 -2.5319 -1.00 1.80 -1.97
O 2.0828 -0.6519 -1.8177 2.55 -0.43 -1.11
O 0.2127 -1.4891 -2.3844 1.45 0.22 -2.37
H 1.4234 -1.7921 -4.5569 0.06 -0.61 0.08
H 2.5853 -2.8334 -3.5650 -0.20 0.11 -0.17
H 2.9116 -1.0871 -3.9493 0.08 -0.31 0.25
C -1.0535 0.8538 -1.9027 0.30 0.56 -1.95
N -1.2563 2.1474 -2.5820 -2.46 0.23 -0.44
O -2.0499 2.1040 -3.5273 1.29 0.53 0.74
O -0.8064 3.1821 -2.0965 -0.22 -0.70 -1.72
H -1.3285 0.1074 -2.6479 0.18 0.09 0.43
H -1.5774 0.7532 -0.9521 -0.65 0.39 -1.02
H -0.0271 0.8308 -1.5366 -1.64 0.75 -2.26
C -1.0567 3.1395 0.3206 -1.78 -0.17 1.91
N -0.9110 2.5488 1.6953 -0.20 1.73 0.80
O -0.3451 1.4938 1.7865 0.37 2.09 1.52
O -1.4344 3.0775 2.6779 1.75 2.47 -2.74
H -0.1924 3.7170 -0.0072 -0.77 0.05 0.76
H -1.9601 3.7124 0.5300 -0.08 0.17 -1.01
H -1.1071 2.1960 -0.2229 -0.91 1.57 0.09
C 0.6830 -0.5034 -0.1271 -0.68 -3.30 0.47
N -0.5820 -0.7413 0.5696 0.07 -0.67 -0.77
O -0.7676 -1.7755 1.2196 3.63 5.39 -1.91
O -1.3611 0.2305 0.5525 -1.13 -2.99 -1.89
H 0.9878 -1.4740 -0.5182 -0.64 0.61 1.26
H 1.3784 -0.2642 0.6775 -0.93 -1.18 -2.19
H 0.6327 0.2989 -0.8633 0.68 -2.79 2.43
C -2.0892 -3.2317 1.0018 -3.26 -0.96 3.07
N -1.7236 -4.0736 2.1741 0.35 -1.55 -0.75
O -2.3208 -5.1692 2.1430 1.29 1.38 1.32
O -0.7832 -3.7381 2.9300 -2.49 -1.14 -1.29
H -2.4009 -2.2952 1.4643 -0.40 -1.04 -0.90
H -3.0037 -3.5835 0.5241 0.29 -1.01 -0.02
H -1.2475 -3.1354 0.3159 -1.18 -0.65 3.06
C 1.8859 3.5852 -1.3484 1.46 0.71 0.55
N 1.7917 2.2263 -0.7082 0.13 0.27 -1.61
O 2.6640 1.4164 -0.9046 1.32 0.96 0.07
O 0.7679 1.9062 -0.1617 1.74 1.83 0.19
H 2.3725 4.2778 -0.6616 -0.22 -0.20 0.64
H 0.9221 4.0077 -1.6323 0.43 -0.60 -0.15
H 2.6656 3.5215 -2.1075 -0.60 -0.32 -0.41
C 0.6191 -3.7566 -1.2375 0.08 -1.27 0.06
Br -1.2648 -3.3979 -1.3691 0.84 -1.34 -6.06
Br 1.1465 -5.1313 -2.5812 -0.17 0.76 0.60
Br 1.0171 -4.3699 0.5451 0.42 -0.11 -0.28
H 1.1721 -2.8334 -1.4105 -0.26 -1.64 0.40
C 1.6656 2.0143 3.3899 1.30 -0.81 0.84
Br 3.3793 3.1108 3.5686 -1.60 -0.95 -0.10
Br 1.1077 1.1787 5.1444 1.24 1.87 -0.75
Br 1.9015 0.5872 1.9936 5.67 3.86 4.21
H 0.8647 2.6537 3.0187 0.57 -0.05 0.57
C -1.9264 -0.0612 2.9281 -0.95 0.36 2.80
Br -0.0947 -0.7963 3.2495 -3.37 -0.75 3.25
Br -2.3564 1.5079 4.1444 -1.27 -3.47 1.75
Br -3.3828 -1.3996 3.1469 0.25 1.20 0.79
H -2.0239 0.4148 1.9524 -0.26 -1.16 1.28
```
Forces are in eV/Å.

***

2.
C9H21BrGaO3 as an isolated structure at a distorted geometry. Source: the OMol25 dataset; level of theory: ωB97M-V with the def2-TZVPD basis set.

## Properties
- F_max: 3.14 eV/A
- Total energy: -5079.977299 hartree
- LUMO level: 2.828 eV
- Charge: -1
- HOMO energy: -4.9 eV

The geometry in XYZ format:
```
35
Properties=species:S:1:pos:R:3:forces:R:3
C 2.7778 2.3726 -0.1639 0.35 0.14 0.35
C 3.2461 1.5992 1.1603 -0.60 -0.12 -0.96
C 3.1797 0.0119 1.0354 0.36 -0.21 1.55
O 3.6928 -0.6647 1.9332 -1.36 1.21 -2.56
O 2.4928 -0.4977 -0.0815 1.09 0.85 1.84
C 1.2451 -1.1606 0.2958 -2.47 -0.47 0.36
C 0.3351 -0.3663 1.3241 0.53 -0.14 -0.09
Ga -1.3476 -1.5785 1.6624 0.46 0.05 -0.04
C -2.6976 -1.4412 0.1066 -0.67 0.57 -0.38
C -3.7429 -0.2189 0.2017 -0.03 -2.04 1.69
C -3.6127 0.6634 1.5221 -0.91 0.66 -0.82
Br -3.6452 0.8242 -1.4896 -0.21 0.17 0.50
H 3.4440 3.2996 -0.2470 -1.24 -1.04 -0.04
H 2.8899 1.7690 -1.1156 0.01 0.57 1.28
H 1.6752 2.6379 -0.0715 1.50 -0.15 -0.19
H 2.5314 1.9234 1.9953 1.10 -0.81 -1.01
H 4.2963 1.8969 1.4589 -1.20 -0.50 -0.32
H 0.6341 -1.2482 -0.6725 1.13 0.24 1.16
H 1.3929 -2.2410 0.6507 0.24 1.66 -0.30
H 0.0043 0.6624 0.9418 0.66 -1.30 0.32
H 0.8060 -0.2485 2.3643 -0.40 -0.14 -1.52
H -0.7809 -3.0979 1.7048 -0.07 0.04 -0.05
H -1.9150 -1.1269 3.0942 -0.12 -0.09 0.04
H -2.0940 -1.3079 -0.8443 -0.75 -0.46 1.04
H -3.2911 -2.4162 0.0662 0.78 1.26 -0.24
H -4.7833 -0.7001 0.2393 1.31 1.07 -0.37
H -4.3407 1.5330 1.4181 0.86 -0.87 0.15
H -3.9712 0.0625 2.4272 0.88 0.67 -1.36
H -2.5777 1.0974 1.6748 -1.18 -0.77 -0.12
C 1.0077 -0.4761 -3.9052 -0.21 0.27 0.18
O -0.3030 -0.5336 -3.3641 -0.02 -0.02 -0.10
H 1.3458 -1.4912 -4.1132 -0.10 0.05 0.06
H 1.0000 0.0998 -4.8355 0.22 -0.04 -0.08
H 1.6858 -0.0107 -3.1847 0.19 -0.07 -0.11
H -0.5797 0.3735 -3.1885 -0.12 -0.22 0.14
```
Forces are in eV/Å.

***

> What is the formula in the first record?

C9H21Br9N6O12